Here is one molecule with the formula C6H9N at a distorted geometry from the Open Molecules 2025 dataset. Energies are from ωB97M-V with the def2-TZVPD basis set.

Element x y z (Å)
C (1.6745, -0.6134, 0.1912)
C (0.2587, -0.0714, -0.0322)
C (-0.4773, -0.0617, -1.3320)
C (-1.3107, 1.0241, -1.5121)
C (-0.8961, -1.0133, 0.6088)
C (-0.8336, 1.8533, -0.4569)
N (0.0810, 1.3025, 0.3638)
H (1.9522, -0.5855, 1.2556)
H (1.6963, -1.6592, -0.1250)
H (2.4576, -0.0798, -0.3638)
H (-0.4495, -1.0072, -1.8733)
H (-1.6725, -0.3623, 1.0243)
H (-0.4005, -1.6120, 1.3660)
H (-1.4489, -1.7298, -0.0374)
H (-1.1480, 2.8792, -0.2440)
H (0.5168, 1.7363, 1.1670)

## Properties
Kohn-Sham gap: 7.6 eV
LUMO: 0.374 eV
energy relative to the best compared isomer or geometry (same formula, charge and spin): 90.49 kcal per mole
SMILES: CC1(C)C=C=CN1
HOMO level: -7.2 eV

=====

Here is C28H29BN6ReSi as an isolated structure at a distorted geometry from the Open Molecules 2025 dataset. Energies are from ωB97M-V with the def2-TZVPD basis set.

Element x y z (Å)
H (0.4396, 3.5376, 0.2995)
N (0.6779, 1.8223, -0.9401)
B (0.3124, 0.3888, -3.1102)
N (0.6566, 1.7068, -2.3901)
C (0.8483, 2.9189, -2.9125)
Re (1.8929, 0.6218, -0.1735)
H (0.9610, 3.0298, -3.9809)
C (0.8685, 3.8704, -1.8960)
H (1.0528, 4.9200, -1.9890)
C (0.6154, 3.1992, -0.7035)
H (0.4147, 0.5059, -4.2952)
C (-1.6469, -2.4023, 1.3981)
H (-1.2882, -2.7099, 2.3796)
H (-0.7758, -1.9869, 0.8524)
H (-2.0054, -3.2435, 0.8099)
N (-1.1953, -0.0082, -2.7956)
N (1.2692, -0.6911, -2.5984)
N (-1.5338, -0.2374, -1.4839)
N (1.5587, -0.9124, -1.1982)
C (-2.2902, -0.1541, -3.5853)
C (1.9433, -1.5918, -3.3082)
H (-2.2288, -0.0480, -4.6556)
H (1.9317, -1.5325, -4.3799)
C (-3.3780, -0.4630, -2.7487)
C (2.5802, -2.5020, -2.4623)
C (-2.8311, -0.4955, -1.4426)
C (2.2522, -2.1338, -1.1595)
H (-4.3927, -0.6416, -3.0188)
H (3.2062, -3.3231, -2.7394)
H (-3.3213, -0.6951, -0.5040)
H (2.4523, -2.5772, -0.2023)
H (-2.3125, -1.5606, 1.4503)
C (2.4854, 5.0713, 3.1085)
C (3.2132, 4.3776, 2.1381)
C (2.8985, 3.0419, 1.8566)
C (1.8465, 2.4086, 2.5324)
C (1.0964, 3.1112, 3.4850)
C (1.4282, 4.4382, 3.7753)
Si (1.5969, 0.5611, 2.1630)
C (3.3184, -0.1889, 2.5243)
C (4.0616, -0.6895, 1.4587)
C (5.3801, -1.1212, 1.6743)
C (5.9435, -1.0115, 2.9525)
C (5.1953, -0.4806, 4.0141)
C (3.8755, -0.0587, 3.8045)
C (0.4751, -0.1721, 3.4474)
C (0.9223, -1.2362, 4.2532)
C (0.1658, -1.6524, 5.3522)
C (-1.0624, -1.0528, 5.6420)
C (-1.5179, -0.0157, 4.8253)
C (-0.7714, 0.4152, 3.7256)
H (2.7415, 6.1086, 3.3396)
H (4.0311, 4.8532, 1.5932)
H (3.4741, 2.5002, 1.0863)
H (0.2833, 2.6089, 4.0144)
H (0.8511, 4.9759, 4.5309)
H (3.6146, -0.6606, 0.4160)
H (5.9666, -1.5157, 0.8399)
H (6.9765, -1.3301, 3.1229)
H (5.6247, -0.3898, 5.0148)
H (3.2813, 0.3649, 4.6224)
H (1.8912, -1.7060, 4.0571)
H (0.5472, -2.4569, 5.9818)
H (-1.6594, -1.4045, 6.4904)
H (-2.4636, 0.4708, 5.0513)
H (-1.1375, 1.2425, 3.1142)

## Properties
<S²>: 3.778
Kohn-Sham gap (alpha / beta): 5.6 / 4.7 eV
LUMO (alpha / beta): -7.827 / -8.765 eV
net charge: +2
multiplicity: 4
HOMO level (alpha / beta): -13.4 / -13.4 eV

=====

Here is C41H77AlBeBrFI2LiN5O13Si as an isolated structure at a distorted geometry from the Open Molecules 2025 dataset. Energies are from ωB97M-V with the def2-TZVPD basis set.

Element x y z (Å)
C (-5.0703, -5.0569, -6.1750)
O (-5.2608, -3.7482, -6.6401)
C (-4.5970, -2.7575, -5.8861)
C (-5.5638, -1.6783, -5.3982)
C (-5.4586, -0.3287, -6.1087)
C (-4.0506, 0.2671, -6.1507)
C (-3.3360, 0.3254, -4.7907)
C (-2.7954, 1.7161, -4.4117)
C (-1.2681, 1.7828, -4.5882)
C (-0.5813, 0.9729, -3.5031)
C (-0.8462, 1.4492, -2.0820)
I (-1.0680, 3.5807, -1.7741)
N (0.1588, 0.9776, -1.1443)
C (0.4299, -0.4264, -1.4475)
C (1.0163, -1.1082, -0.2286)
C (-0.0863, -1.3045, 0.8240)
O (-0.0633, -0.2250, 1.7514)
Si (-0.9771, -0.3914, 3.1697)
C (-2.0362, 1.1320, 3.3842)
C (0.2255, -0.4895, 4.6100)
C (-2.0970, -1.8771, 3.1362)
C (1.2165, -0.5278, -2.7619)
I (3.3839, -0.7447, -2.4069)
N (0.8855, 0.6120, -3.7528)
C (1.8747, 1.7122, -3.6074)
C (1.6051, 3.0155, -4.3209)
O (1.3171, 3.2108, -5.4313)
O (1.8623, 4.1842, -3.5170)
C (0.8860, 0.0585, -5.1887)
C (2.0799, -0.6978, -5.6639)
C (3.0582, -0.0008, -6.3809)
C (4.1644, -0.6601, -6.9195)
C (4.2982, -2.0470, -6.7829)
C (5.4432, -2.7738, -7.4373)
C (3.3164, -2.7497, -6.0641)
C (2.2240, -2.0821, -5.5166)
H (-4.0264, -5.3743, -6.2431)
H (-5.4052, -5.1841, -5.1442)
H (-5.6563, -5.7347, -6.7867)
H (-4.1484, -3.2338, -5.0109)
H (-3.7706, -2.3489, -6.4690)
H (-6.5700, -2.0603, -5.5396)
H (-5.4353, -1.5531, -4.3255)
H (-5.8082, -0.4433, -7.1314)
H (-6.1288, 0.3708, -5.6102)
H (-3.4640, -0.3488, -6.8255)
H (-4.0928, 1.2505, -6.6118)
H (-2.4752, -0.3387, -4.8903)
H (-3.9639, -0.0848, -4.0067)
H (-3.1847, 2.4341, -5.1277)
H (-3.1405, 2.0606, -3.4392)
H (-0.9681, 2.8259, -4.6312)
H (-1.0888, 1.3837, -5.5834)
H (-1.0745, 0.0054, -3.5575)
H (-1.8194, 1.0434, -1.8133)
H (-0.2553, 1.0553, -0.2175)
H (-0.5218, -0.9480, -1.6141)
H (1.3887, -2.0982, -0.4692)
H (1.7704, -0.4971, 0.2556)
H (0.1252, -2.2319, 1.3505)
H (-1.0657, -1.3951, 0.3512)
H (-1.6225, 2.0125, 2.8940)
H (-3.0597, 0.9524, 3.0722)
H (-2.0785, 1.3420, 4.4438)
H (0.3220, -1.5086, 4.9744)
H (-0.1530, 0.1086, 5.4359)
H (1.1963, -0.0822, 4.3417)
H (-1.5661, -2.8065, 2.9531)
H (-2.8767, -1.7341, 2.3931)
H (-2.5620, -1.9365, 4.1173)
H (0.8799, -1.4294, -3.2535)
H (2.7955, 1.3779, -4.0793)
H (2.0458, 1.8923, -2.5533)
H (2.4065, 3.9462, -2.7492)
H (0.7303, 0.8951, -5.9912)
H (0.0032, -0.5661, -5.2729)
H (2.9251, 1.0600, -6.5348)
H (4.9025, -0.0852, -7.4581)
H (6.0292, -3.3922, -6.7695)
H (4.9856, -3.4596, -8.1653)
H (6.0766, -2.1042, -8.0090)
H (3.4182, -3.8196, -5.9448)
H (1.4571, -2.6348, -4.9938)
C (-5.8440, 1.1892, 6.3901)
O (-5.5149, 0.3514, 7.4961)
C (-4.3001, -0.1907, 7.4522)
O (-3.4852, -0.0117, 6.5717)
O (-4.1310, -0.9372, 8.5136)
C (-2.8448, -1.5835, 8.5912)
H (-6.8518, 1.5465, 6.5756)
H (-5.1602, 2.0351, 6.3280)
H (-5.8207, 0.6250, 5.4592)
H (-2.0583, -0.8278, 8.6336)
H (-2.6988, -2.2428, 7.7423)
H (-2.8189, -2.1757, 9.4999)
F (0.3802, 1.2590, -7.2889)
C (8.6241, -0.4104, -9.8126)
O (7.9280, -1.2577, -9.2184)
N (8.0329, 0.5414, -10.5799)
N (9.9638, -0.3907, -9.7375)
H (8.5536, 1.2377, -11.0807)
H (7.0347, 0.5334, -10.6582)
H (10.4099, -1.1013, -9.1778)
H (10.5264, 0.2846, -10.2205)
Al (0.2489, 5.4816, -3.6182)
C (-0.9447, 1.9396, 8.3543)
C (0.0998, 2.9634, 7.8539)
C (0.3338, 4.0314, 8.9276)
C (1.0119, 3.5466, 10.2189)
C (1.9305, 2.3301, 10.0124)
C (2.4861, 2.1642, 8.6013)
N (1.3438, 2.1654, 7.6159)
O (1.6314, 1.8592, 6.5044)
C (3.1832, 0.8029, 8.5328)
C (3.4635, 3.2748, 8.2306)
C (-0.4021, 3.6266, 6.5848)
H (-1.1250, 1.1701, 7.6008)
H (-1.8924, 2.4294, 8.5646)
H (-0.6208, 1.4374, 9.2674)
H (0.9139, 4.8416, 8.4809)
H (-0.6356, 4.4625, 9.1693)
H (1.5653, 4.3770, 10.6546)
H (0.2540, 3.2770, 10.9525)
H (2.7696, 2.3640, 10.7038)
H (1.3768, 1.4256, 10.2725)
H (2.4774, -0.0125, 8.6920)
H (3.9339, 0.7585, 9.3174)
H (3.6785, 0.6492, 7.5750)
H (4.2777, 3.2298, 8.9500)
H (3.0220, 4.2694, 8.2751)
H (3.8753, 3.1245, 7.2326)
H (-1.3228, 4.1475, 6.8345)
H (-0.6268, 2.9074, 5.7986)
H (0.3167, 4.3528, 6.2005)
C (-2.2237, -4.7442, 9.9863)
O (-2.0587, -5.9246, 10.3271)
O (-2.8770, -4.5537, 8.7510)
O (-1.8807, -3.7062, 10.5671)
H (-3.0377, -5.4677, 8.4770)
Br (9.3263, -3.0553, -8.0247)
Li (3.2818, -2.5544, -8.5964)
O (-6.8820, -6.1860, -8.9408)
H (-6.1160, -5.6130, -8.7714)
Be (6.1531, 0.0305, -2.1687)

## Properties
Kohn-Sham gap: 0.7 eV
LUMO: -8.779 eV
net charge: +2
HOMO level: -9.5 eV